(1)
{
  "formula": "C21H27FN4O4P",
  "method": "ωB97M-V with the def2-TZVPD basis set",
  "total_charge": 1,
  "species": ["C", "C", "C", "N", "N", "C", "F", "C", "P", "O", "O", "O", "C", "C", "C", "O", "C", "C", "C", "H", "H", "H", "H", "H", "H", "H", "H", "H", "H", "H", "H", "H", "H", "H", "H", "H", "N", "C", "C", "C", "C", "C", "H", "H", "H", "H", "H", "N", "C", "C", "C", "C", "C", "H", "H", "H", "H", "H"],
  "coordinates": [[3.0323, -2.2143, 2.1828], [1.6792, -2.5778, 2.0325], [0.9584, -2.7996, 0.6047], [0.2313, -1.5083, 0.2279], [0.7217, -0.4505, 0.8409], [0.0434, 0.6669, 0.4019], [0.5220, 1.8704, 0.9689], [-1.1063, 0.8318, -0.5641], [-1.8357, 2.5369, -0.8923], [-2.9368, 2.7362, 0.1614], [-2.5835, 2.5910, -2.4030], [-0.6780, 3.7753, -0.8508], [-1.6020, -0.4580, -1.2251], [-2.7592, -0.4889, -2.2954], [-0.7859, -1.6285, -0.7202], [-1.0989, -2.9093, -1.2330], [-2.3752, -3.3900, -0.7284], [-2.4663, -3.5687, 0.8572], [-3.8931, -3.0001, 1.3952], [3.9009, -2.6809, 1.6288], [3.2550, -1.4053, 2.9616], [0.9776, -2.6976, 2.9311], [1.7947, -3.0262, -0.1487], [0.2535, -3.6690, 0.7569], [-3.1370, 3.4056, -2.3853], [-0.6333, 4.0646, 0.0955], [-3.7451, -0.2995, -1.7445], [-2.6103, 0.2327, -3.1639], [-2.8431, -1.5413, -2.7424], [-3.2801, -2.7863, -1.0532], [-2.5174, -4.4334, -1.1868], [-1.6751, -3.0131, 1.4514], [-2.4137, -4.6748, 1.1565], [-4.6571, -3.2292, 0.5890], [-3.7771, -1.8733, 1.5893], [-4.1771, -3.4918, 2.3837], [-0.5793, 5.3637, 1.8388], [-0.9253, 5.0081, 3.0861], [-0.3573, 5.5498, 4.2267], [0.6293, 6.5133, 4.0748], [1.0072, 6.8982, 2.7967], [0.3765, 6.2994, 1.7195], [-1.6984, 4.2497, 3.1528], [-0.6776, 5.2268, 5.2089], [1.0987, 6.9602, 4.9439], [1.7736, 7.6465, 2.6412], [0.6347, 6.5693, 0.7007], [3.7281, -3.8358, -3.7326], [2.5843, -3.1500, -3.5940], [2.5249, -1.8162, -3.2225], [3.7167, -1.1493, -2.9762], [4.9140, -1.8359, -3.1108], [4.8660, -3.1683, -3.4902], [1.6795, -3.7149, -3.7952], [1.5713, -1.3101, -3.1274], [3.7122, -0.1053, -2.6825], [5.8627, -1.3482, -2.9263], [5.7756, -3.7469, -3.6123]]
}



(2)
{
  "formula": "C8H10N2O3",
  "method": "ωB97M-V with the def2-TZVPD basis set",
  "total_charge": 0,
  "de_lowest_kj_mol": 526.5,
  "species": ["C", "C", "O", "N", "C", "C", "C", "C", "C", "C", "N", "O", "O", "H", "H", "H", "H", "H", "H", "H", "H", "H", "H"],
  "coordinates": [[-1.4393, 0.1597, -2.2994], [-0.1798, 0.8913, -1.7885], [0.6336, 1.3448, -2.7731], [0.5393, 0.0240, -0.8561], [0.3268, 0.0709, 0.5712], [1.1911, 0.7405, 1.4388], [1.0050, 0.6341, 2.8429], [-0.0198, -0.2623, 3.3417], [-0.9348, -0.7357, 2.4400], [-0.7988, -0.6367, 1.0696], [1.3177, -1.0145, -1.3260], [1.7212, -1.7392, -0.4381], [1.6131, -1.0793, -2.4683], [-2.2245, 0.2437, -1.6762], [-1.7814, 0.5010, -3.2058], [-1.1179, -0.8993, -2.3300], [-0.6000, 1.7385, -1.1858], [0.7293, 0.5750, -3.4737], [1.9729, 1.2595, 1.0411], [1.6844, 0.9849, 3.4797], [-0.1643, -0.4544, 4.3647], [-1.7851, -1.3526, 2.8215], [-1.6887, -0.9939, 0.4099]]
}



(3)
{
  "formula": "C3H4O3",
  "method": "ωB97M-V with the def2-TZVPD basis set",
  "total_charge": 0,
  "de_lowest_kj_mol": 248.5,
  "species": ["O", "C", "C", "O", "C", "O", "H", "H", "H", "H"],
  "coordinates": [[-1.9051, -0.8218, 1.4429], [-1.0875, -1.0270, 0.6271], [-0.1070, -1.3144, -0.2129], [0.4720, -0.3996, -1.0667], [0.7392, 0.8445, -0.4649], [-0.4313, 1.4868, -0.0452], [0.2088, -2.3453, -0.3134], [1.1916, 1.4421, -1.2575], [1.4358, 0.7096, 0.3771], [-0.5166, 1.4250, 0.9136]]
}



(4)
{
  "formula": "C78H110N12O4S",
  "method": "ωB97M-V with the def2-TZVPD basis set",
  "total_charge": 10,
  "species": ["S", "O", "O", "O", "O", "C", "N", "C", "C", "C", "C", "C", "C", "C", "C", "N", "C", "C", "C", "H", "H", "H", "H", "H", "H", "H", "H", "H", "H", "H", "H", "H", "H", "C", "N", "C", "C", "C", "C", "C", "C", "C", "C", "N", "C", "C", "C", "H", "H", "H", "H", "H", "H", "H", "H", "H", "H", "H", "H", "H", "H", "C", "N", "C", "C", "C", "C", "C", "C", "C", "C", "N", "C", "C", "C", "H", "H", "H", "H", "H", "H", "H", "H", "H", "H", "H", "H", "H", "H", "C", "N", "C", "C", "C", "C", "C", "C", "C", "C", "N", "C", "C", "C", "H", "H", "H", "H", "H", "H", "H", "H", "H", "H", "H", "H", "H", "H", "C", "N", "C", "C", "C", "C", "C", "C", "C", "C", "N", "C", "C", "C", "H", "H", "H", "H", "H", "H", "H", "H", "H", "H", "H", "H", "H", "H", "C", "C", "C", "N", "C", "C", "C", "C", "C", "C", "H", "H", "H", "H", "H", "H", "H", "H", "H", "H", "H", "H", "H", "H", "H", "H", "H", "H", "H", "H", "C", "C", "C", "N", "C", "C", "C", "C", "C", "C", "H", "H", "H", "H", "H", "H", "H", "H", "H", "H", "H", "H", "H", "H", "H", "H", "H", "H", "H", "H"],
  "coordinates": [[0.5289, -0.3199, -1.1757], [1.3201, -1.5246, -1.1117], [-0.8752, -0.6568, -1.3525], [0.7707, 0.4444, 0.0647], [0.9950, 0.4744, -2.3108], [-4.2185, 7.1197, -6.9538], [-3.5018, 5.9308, -6.5278], [-2.1673, 5.7948, -6.5401], [-1.5432, 4.6078, -6.3217], [-2.2868, 3.5248, -5.9538], [-3.6653, 3.6346, -5.8959], [-4.2518, 4.8431, -6.2661], [-1.6258, 2.2541, -5.4356], [-0.6554, 1.5621, -6.0957], [-0.2397, 0.3007, -5.6978], [-0.9247, -0.3174, -4.7237], [-1.8793, 0.2717, -3.9742], [-2.3390, 1.4723, -4.4673], [-0.4024, -1.6162, -4.2403], [-3.5135, 7.9462, -6.8646], [-4.8718, 7.2572, -6.0921], [-4.7330, 6.9652, -7.9022], [-1.7439, 6.6934, -6.9638], [-0.4671, 4.6585, -6.3987], [-4.2832, 2.8110, -5.5699], [-5.3173, 4.7919, -6.4348], [-0.3422, 2.1041, -6.9758], [0.5071, -0.3079, -6.1860], [-2.3847, -0.2360, -3.1660], [-3.2134, 1.7865, -3.9167], [-0.2773, -2.2523, -5.1166], [-1.0969, -2.0222, -3.5048], [0.5123, -1.3455, -3.7129], [3.7593, 0.0161, 1.0827], [2.8769, 0.0406, 2.2182], [1.9395, -0.8950, 2.3375], [1.1007, -0.9284, 3.3946], [1.0432, 0.1237, 4.3376], [1.9350, 1.1632, 4.1252], [2.9330, 1.0437, 3.1391], [0.1556, 0.0910, 5.6306], [-0.3955, -1.0925, 6.1380], [-1.4644, -1.0838, 7.1209], [-1.6727, -0.0014, 7.6866], [-1.1133, 1.2157, 7.3533], [-0.3233, 1.2718, 6.2049], [-2.6714, -0.0463, 8.7389], [3.2276, -0.4359, 0.2453], [4.5129, -0.7188, 1.3659], [4.1862, 0.9981, 0.8790], [1.7781, -1.4696, 1.4374], [0.2959, -1.6397, 3.5078], [2.2029, 1.9526, 4.8118], [3.7626, 1.7305, 3.0585], [-0.2163, -2.0824, 5.7450], [-1.8322, -2.0287, 7.4929], [-1.3632, 2.1810, 7.7684], [0.0685, 2.1128, 5.6521], [-3.6098, -0.2582, 8.2265], [-2.7948, 0.9283, 9.2112], [-2.2426, -0.8062, 9.3921], [-2.5541, 1.5062, -0.0670], [-2.2508, 2.5405, 0.8576], [-3.1349, 3.5718, 0.9690], [-3.0512, 4.5612, 1.9486], [-1.9638, 4.4947, 2.8265], [-0.9740, 3.4811, 2.7151], [-1.2084, 2.4604, 1.7626], [-1.6097, 5.6939, 3.7278], [-1.7153, 7.0683, 3.3568], [-1.4263, 8.1444, 4.1705], [-1.0873, 7.8685, 5.4572], [-0.9490, 6.5851, 5.9479], [-1.1562, 5.5351, 5.0549], [-1.0678, 8.8866, 6.4418], [-1.9563, 1.6944, -0.9588], [-3.6180, 1.3778, -0.2666], [-2.2166, 0.5997, 0.4354], [-3.9177, 3.6122, 0.2260], [-3.6672, 5.4404, 2.0667], [-0.0853, 3.5647, 3.3231], [-0.5426, 1.6245, 1.6065], [-2.1183, 7.2155, 2.3657], [-1.4545, 9.1715, 3.8379], [-0.7317, 6.4472, 6.9968], [-1.0389, 4.5467, 5.4741], [-1.9718, 8.7889, 7.0429], [-0.9835, 9.8732, 5.9861], [-0.2133, 8.6633, 7.0806], [0.0874, -4.6647, -1.7271], [0.0598, -5.0875, -0.2999], [0.0999, -4.0802, 0.5996], [0.0023, -4.4656, 1.9873], [-0.1050, -5.8156, 2.3302], [-0.1256, -6.7297, 1.3337], [-0.1199, -6.3903, -0.0217], [0.0020, -6.1469, 3.7836], [0.7542, -7.2350, 4.2658], [0.7919, -7.6389, 5.6483], [0.1223, -6.8114, 6.4857], [-0.5086, -5.7596, 6.0925], [-0.6805, -5.4684, 4.7775], [0.1386, -7.0273, 7.9388], [0.0357, -3.5822, -1.8436], [-0.7546, -5.1650, -2.2054], [1.0043, -5.2059, -1.9605], [0.0512, -3.0742, 0.2097], [0.0068, -3.7191, 2.7678], [-0.2827, -7.7659, 1.5942], [-0.2718, -7.1870, -0.7349], [1.3886, -7.7843, 3.5859], [1.4270, -8.3917, 6.0913], [-1.0056, -5.1444, 6.8279], [-1.2476, -4.5942, 4.4935], [-0.8909, -6.9160, 8.2792], [0.6786, -6.1236, 8.2213], [0.5723, -7.9911, 8.2055], [7.2344, 6.6348, 3.4653], [6.2227, 6.0587, 2.5051], [6.0055, 4.7237, 2.3983], [4.9619, 4.2404, 1.5914], [4.1877, 5.1300, 0.7958], [4.4358, 6.4581, 0.9553], [5.4977, 6.9351, 1.7092], [3.3037, 4.6903, -0.3111], [2.3727, 3.7048, -0.0171], [1.5885, 3.1810, -1.0457], [1.7263, 3.7836, -2.2499], [2.6943, 4.6990, -2.6024], [3.4469, 5.2182, -1.6628], [0.9040, 3.2843, -3.3893], [7.8655, 5.8518, 3.8856], [6.6756, 7.1484, 4.2477], [7.9473, 7.2707, 2.9402], [6.6954, 4.1445, 2.9941], [4.9257, 3.1742, 1.4234], [3.9402, 7.2102, 0.3595], [5.8058, 7.9676, 1.7829], [2.2221, 3.2426, 0.9473], [0.6928, 2.5940, -0.9056], [2.7228, 5.0516, -3.6228], [4.1538, 6.0015, -1.8933], [-0.1002, 3.0917, -3.0117], [1.4855, 2.5110, -3.8912], [0.9108, 4.1438, -4.0595], [7.3249, -4.6217, -4.1555], [6.0061, -3.9896, -4.4527], [5.7944, -2.7571, -3.5614], [4.4004, -2.0408, -3.6318], [4.2014, -1.3509, -5.0108], [4.9193, 0.0917, -5.1582], [4.7342, 0.9496, -3.9647], [5.2084, 0.1644, -2.6670], [4.2798, -1.0708, -2.5346], [3.1913, -2.9981, -3.5924], [8.1391, -4.0142, -4.5505], [7.4148, -5.5460, -4.7262], [7.4802, -4.8696, -3.1055], [5.1691, -4.6760, -4.3251], [5.9319, -3.8083, -5.5250], [6.5320, -1.9566, -3.6178], [5.8501, -3.2615, -2.5968], [4.6367, -2.0222, -5.7511], [3.1233, -1.2422, -5.1292], [5.9816, -0.0699, -5.3411], [4.6869, 0.7358, -6.0063], [5.2566, 1.9035, -4.0386], [3.6776, 1.2063, -3.8884], [6.2454, -0.1227, -2.8412], [5.2409, 0.6718, -1.7029], [4.4944, -1.5588, -1.5839], [3.3098, -0.6111, -2.7236], [3.2020, -3.5059, -2.6279], [3.2766, -3.8264, -4.2958], [2.1918, -2.6047, -3.7776], [-8.2714, -7.0802, -2.0008], [-7.7290, -6.0814, -1.0388], [-6.7350, -5.1725, -1.7278], [-5.9749, -4.1366, -0.8194], [-5.5279, -2.9222, -1.6301], [-4.4373, -3.1815, -2.6122], [-3.1413, -3.6219, -1.9256], [-3.4298, -4.8773, -1.1406], [-4.6109, -4.8226, -0.2724], [-6.7730, -3.6936, 0.4159], [-8.4724, -6.5632, -2.9390], [-9.1464, -7.6656, -1.7182], [-7.4493, -7.7584, -2.2294], [-7.3686, -6.5264, -0.1114], [-8.4787, -5.4223, -0.6009], [-7.3523, -4.5753, -2.3990], [-5.9677, -5.6572, -2.3315], [-6.3818, -2.4098, -2.0732], [-5.2505, -2.1907, -0.8711], [-4.7586, -3.7326, -3.4960], [-4.1436, -2.2100, -3.0098], [-2.3903, -3.7344, -2.7075], [-2.8743, -2.7873, -1.2774], [-3.5756, -5.6930, -1.8489], [-2.6254, -5.0572, -0.4274], [-4.8594, -5.8134, 0.1079], [-4.3661, -4.1630, 0.5602], [-7.7615, -3.3537, 0.1071], [-6.0954, -2.9701, 0.8692], [-6.9355, -4.5549, 1.0638]]
}



(5)
{
  "formula": "C4H7N2",
  "method": "ωB97M-V with the def2-TZVPD basis set",
  "total_charge": 1,
  "de_lowest_kj_mol": 473.8,
  "species": ["H", "N", "C", "C", "C", "C", "N", "H", "H", "H", "H", "H", "H"],
  "coordinates": [[-0.3605, -1.1522, -2.7713], [-1.0301, -0.4102, -2.6436], [-1.1028, 0.0648, -1.5224], [-1.5668, 0.9351, -0.5840], [-0.6192, 0.2541, 0.0570], [0.1776, 0.1050, 1.2386], [1.5344, -0.3844, 0.8414], [-2.4592, 1.5695, -0.4435], [-0.3384, -0.6147, 2.0306], [0.1733, 1.1008, 1.5968], [1.8479, 0.1925, 0.0499], [1.5888, -1.3485, 0.5533], [2.1549, -0.3116, 1.5970]]
}



(6)
{
  "formula": "C32H34FNO8",
  "method": "ωB97M-V with the def2-TZVPD basis set",
  "total_charge": 0,
  "species": ["C", "C", "O", "O", "C", "C", "C", "C", "O", "N", "O", "O", "C", "O", "O", "C", "O", "F", "H", "H", "H", "H", "H", "H", "H", "H", "H", "H", "C", "C", "C", "C", "C", "C", "H", "H", "H", "H", "H", "H", "C", "C", "C", "C", "C", "C", "H", "H", "H", "H", "H", "H", "C", "C", "C", "C", "C", "C", "H", "H", "H", "H", "H", "H", "C", "C", "C", "C", "C", "C", "H", "H", "H", "H", "H", "H"],
  "coordinates": [[4.7181, -3.4540, -0.6953], [3.9691, -2.6399, -1.7142], [3.6809, -3.0495, -2.8139], [3.7021, -1.3820, -1.2889], [2.6719, -0.6447, -1.9550], [1.3519, -0.5152, -1.1712], [0.7806, -1.8011, -0.5737], [0.6670, -2.9588, -1.5680], [-0.4864, -2.7389, -2.3765], [-0.2900, -3.4105, -3.6275], [-1.3074, -3.6960, -4.0972], [-0.6176, -1.4568, -0.2434], [-0.7922, -1.4214, 1.0860], [-1.8276, -1.5080, 1.6564], [0.4538, -1.2887, 1.6627], [1.2604, -2.1256, 0.8854], [1.0252, -3.4160, 1.2950], [2.5443, -1.7741, 1.1491], [4.5496, -4.5084, -0.9121], [4.4655, -3.1837, 0.3265], [5.7877, -3.2651, -0.8339], [2.4589, -1.0345, -2.9507], [3.0651, 0.3651, -2.0937], [1.4083, 0.2390, -0.3840], [0.6058, -0.1625, -1.8911], [1.5274, -2.9914, -2.2386], [0.5723, -3.9283, -1.0734], [1.4863, -4.0390, 0.7190], [0.0378, -0.9366, 4.8786], [-1.2284, -1.3712, 5.2380], [-1.6049, -1.4004, 6.5743], [-0.7041, -1.0008, 7.5516], [0.5663, -0.5676, 7.1931], [0.9374, -0.5306, 5.8564], [0.3028, -0.9086, 3.8331], [-1.9218, -1.6780, 4.4651], [-2.5983, -1.7282, 6.8522], [-0.9931, -1.0205, 8.5948], [1.2660, -0.2561, 7.9584], [1.9264, -0.1896, 5.5769], [1.5432, 3.3757, -0.5980], [0.5345, 4.2031, -1.0715], [0.7020, 4.8805, -2.2713], [1.8772, 4.7330, -2.9955], [2.8880, 3.9092, -2.5197], [2.7199, 3.2304, -1.3205], [1.4129, 2.8435, 0.3364], [-0.3811, 4.3188, -0.5065], [-0.0846, 5.5242, -2.6428], [2.0053, 5.2607, -3.9317], [3.8056, 3.7963, -3.0830], [3.5068, 2.5866, -0.9458], [-4.5417, 0.3532, 2.6711], [-3.4784, 0.9175, 3.3592], [-3.6889, 1.9958, 4.2078], [-4.9666, 2.5150, 4.3643], [-6.0321, 1.9539, 3.6735], [-5.8204, 0.8719, 2.8302], [-4.3746, -0.4956, 2.0210], [-2.4835, 0.5111, 3.2354], [-2.8569, 2.4282, 4.7490], [-5.1331, 3.3547, 5.0271], [-7.0288, 2.3588, 3.7946], [-6.6527, 0.4322, 2.2955], [-1.6236, -0.2608, -5.5910], [-1.5763, 0.5065, -6.7464], [-0.5259, 1.3909, -6.9508], [0.4770, 1.5105, -5.9991], [0.4274, 0.7462, -4.8418], [-0.6218, -0.1401, -4.6382], [-2.4405, -0.9532, -5.4324], [-2.3591, 0.4158, -7.4882], [-0.4892, 1.9880, -7.8528], [1.2965, 2.1994, -6.1590], [1.2087, 0.8445, -4.0971], [-0.6619, -0.7288, -3.7324]]
}



Record order is preserved below.
Largest force on an atom: 0.1096 0.1122 0.0184 0.1488 0.0746 0.0242 hartree/bohr
Record order is preserved below.
Gap between HOMO and LUMO: 6.6632 10.2451 9.3499 5.8856 8.7651 8.7087 eV
Record order is preserved below.
Highest occupied orbital energy: -11.866 -9.558 -8.740 -25.618 -12.852 -8.969 eV